Entry from the Open Molecules 2025 dataset: 2 unconnected molecules or ions with the total composition C8H17Cl2N3O5 (wB97M-V/def2-TZVPD).

SMILES string   C[C@H](Cl)[C@H](Cl)OC(=O)OC[C@@H](O)CN.NC(N)=O
Orbital gap   9.7 eV
HOMO level   -9.44 eV
Net charge   0

Last column: Löwdin charge in e.
Cartesian coordinates (Å):
C 2.19698 2.79822 -0.27853  -0.12
C 2.40631 1.29598 -0.17357  -0.74
Cl 2.62859 0.58819 -1.79023  0.66
C 1.22252 0.65859 0.59085  -0.69
Cl 1.72818 0.38827 2.29270  0.69
O 0.79534 -0.53478 -0.00676  -0.09
C -0.43444 -0.97913 0.39988  -0.60
O -0.61354 -1.72797 1.30401  0.17
O -1.34110 -0.52256 -0.46028  0.06
C -2.69884 -0.70052 -0.06926  -0.09
C -3.17188 0.41032 0.89348  -0.34
O -2.02448 0.90252 1.56647  -0.02
C -3.94734 1.51207 0.18152  -0.24
N -3.14050 2.20633 -0.81576  0.02
H 1.48066 3.02468 -1.06760  0.08
H 3.13520 3.29606 -0.51660  0.08
H 1.82633 3.19318 0.66933  0.08
H 3.32215 1.08847 0.37116  0.08
H 0.38010 1.34853 0.63650  0.11
H -3.27270 -0.66921 -0.99393  0.13
H -2.83435 -1.68324 0.37980  0.13
H -3.84930 -0.05712 1.61966  0.15
H -2.28961 1.62587 2.14266  0.11
H -4.84932 1.05703 -0.24678  0.12
H -4.29201 2.23010 0.93175  0.12
H -3.30824 1.86735 -1.75265  0.07
H -3.30819 3.20148 -0.81477  0.07
N 2.44937 -3.72740 -1.51041  0.15
C 3.50729 -3.44007 -0.68741  -0.69
N 3.22443 -2.57284 0.32674  0.17
O 4.61229 -3.92450 -0.85740  0.02
H 1.54035 -3.32146 -1.39722  0.09
H 2.61976 -4.35629 -2.27174  0.10
H 3.97706 -2.32289 0.93990  0.10
H 2.32294 -2.15326 0.46452  0.06

***

Entry from the Open Molecules 2025 dataset: a molecular structure, C8H17Cl6N2O3Y in a non-equilibrium geometry (wB97M-V/def2-TZVPD).

Orbital gap (spin up / spin down)   6.4 / 9.1 eV
Relative energy (zero: lowest compared OMol25 entry of this formula, charge and spin)   0.000 eV
HOMO level (spin up / spin down)   -9.17 / -12.55 eV
Spin multiplicity   2
Net charge   +1

Last column: Löwdin charge in e.
Cartesian coordinates (Å):
Y 0.67416 0.01181 1.87628  1.45
O -0.76895 -0.85460 0.44208  -0.51
H -1.10850 -1.42031 -0.27848  -0.08
C -2.29730 1.93739 1.80746  -0.28
O -1.26500 1.41027 2.26353  -0.20
N -3.16193 2.72049 2.44089  -0.15
C -2.92829 3.08640 3.85905  0.00
C -4.41414 3.00018 1.79464  -0.04
H -2.60890 1.72169 0.77373  0.15
H -2.14251 2.53491 4.37530  0.09
H -3.81557 2.81593 4.43148  0.09
H -2.81289 4.16043 4.00480  0.10
H -4.35941 2.78691 0.72711  0.09
H -5.18451 2.32392 2.16518  0.10
H -4.70499 4.03966 1.94627  0.10
C 3.19939 -1.14213 -0.51445  -0.21
O 2.19411 -0.79379 0.15900  -0.23
N 3.73772 -0.34221 -1.49131  -0.17
C 4.93235 -0.65561 -2.24537  -0.04
C 3.14647 0.89698 -1.89084  -0.07
H 3.83633 -2.03091 -0.38570  0.16
H 4.80276 -0.58325 -3.32522  0.10
H 5.38871 -1.61218 -1.99081  0.10
H 5.64590 0.14553 -2.05270  0.10
H 3.07637 0.94400 -2.97757  0.07
H 2.20091 1.06781 -1.37620  0.08
H 3.80253 1.76290 -1.80225  0.10
C -0.77321 -4.32045 0.43541  -1.57
Cl 0.24150 -4.72134 1.83062  0.53
Cl -2.42178 -3.78746 0.85655  0.51
Cl -1.08969 -5.66537 -0.60217  0.55
H -0.30299 -3.53298 -0.15356  -0.03
C -0.14047 -1.11915 -2.97881  -1.49
Cl 0.59238 0.04207 -4.07779  0.59
Cl 0.54510 -2.79338 -3.00228  0.51
Cl -1.94468 -1.29038 -3.01934  0.53
H 0.22902 -0.74378 -2.02452  -0.04

***

Entry from the Open Molecules 2025 dataset: a molecular structure, C8H17ClDyI2N2OPS in a non-equilibrium geometry (wB97M-V/def2-TZVPD).

Orbital gap (spin up / spin down)   4.3 / 5.5 eV
HOMO level (spin up / spin down)   -13.50 / -13.50 eV
Spin multiplicity   6
Net charge   +2

Last column: Löwdin charge in e.
Cartesian coordinates (Å):
I 6.39567 0.85299 -2.70872  0.08
I 6.39509 -1.84505 -2.73035  0.07
Dy 0.13607 -0.24351 -0.53462  0.87
P -0.58807 -0.23728 -3.25090  0.65
C 0.69610 -0.21274 -4.45198  -0.26
C -1.62443 -1.68080 -3.47423  -0.24
H -2.43026 1.22871 -2.68159  0.04
H -2.04773 1.12766 -4.44173  0.07
H -1.03268 2.12636 -3.34046  0.07
C -1.63192 1.21255 -3.43450  -0.24
H -2.41832 -1.72370 -2.71859  0.04
H -2.04401 -1.56652 -4.47624  0.07
H 0.16928 -0.20322 -5.40633  0.07
H 1.31947 -1.10147 -4.34716  0.07
H -1.01739 -2.59123 -3.41028  0.07
H 1.31146 0.67871 -4.32495  0.07
C 2.21217 -0.24159 -1.49408  -0.16
O 3.32411 -0.23434 -1.80401  0.04
Cl -2.27242 -0.28720 -0.13488  -0.04
S 1.42071 -0.89759 1.45924  0.62
C 0.42511 -0.12717 2.67377  -0.67
N -0.86209 -0.59192 2.95382  0.03
C -1.61566 -0.18065 4.12845  -0.15
C -1.04787 1.08295 4.69499  -0.16
C 0.44019 1.01222 4.84216  -0.14
N 0.98997 0.79515 3.50786  0.03
H -1.16874 -1.38106 2.42328  0.10
H -1.57265 -1.00802 4.84802  0.15
H -2.66000 -0.04319 3.83130  0.14
H -1.50792 1.28992 5.65541  0.14
H -1.29026 1.92638 4.03170  0.14
H 0.75003 0.18550 5.49831  0.15
H 0.86423 1.94518 5.23916  0.15
H 1.98275 0.93395 3.37817  0.14

***

Entry from the Open Molecules 2025 dataset: a molecular structure, C8H17ClGaO3 (wB97M-V/def2-TZVPD).

Orbital gap   8.4 eV
HOMO level   -5.10 eV
Net charge   -1

Last column: Löwdin charge in e.
Cartesian coordinates (Å):
C 3.82032 -0.71827 0.31028  -0.13
C 3.80525 0.51376 -0.59460  -0.24
C 2.42177 1.22561 -0.64944  -0.37
O 1.54102 0.74248 0.32285  -0.30
Ga -0.26223 0.49448 -0.15092  0.43
C -1.25718 2.06696 0.74190  -0.15
C -2.67334 1.80622 0.95816  -0.63
O -3.22683 1.52856 2.00306  0.05
O -3.43035 1.87800 -0.21155  0.01
C -0.82487 -1.23496 0.79316  -0.27
C -2.12682 -1.87726 0.36582  -0.78
C -2.52463 -1.71902 -1.09419  -0.19
Cl -2.11613 -3.69406 0.68088  0.48
H 3.59978 -0.44883 1.34380  0.07
H 3.09846 -1.46659 -0.01966  0.07
H 4.81762 -1.17688 0.28820  0.06
H 4.56631 1.21861 -0.24007  0.09
H 4.08476 0.20348 -1.60680  0.09
H 2.58758 2.30355 -0.49198  0.10
H 2.00928 1.10256 -1.66309  0.07
H -0.39809 0.46654 -1.74335  -0.02
H -0.78467 2.23859 1.71317  0.07
H -1.13102 2.93733 0.09208  0.07
H -3.88443 1.03381 -0.32392  0.09
H -0.91367 -0.95982 1.85077  0.06
H 0.00645 -1.93985 0.71474  0.04
H -2.92668 -1.49075 1.00094  0.08
H -3.43858 -2.28293 -1.30282  0.06
H -2.70456 -0.66705 -1.33188  0.04
H -1.73453 -2.08424 -1.75557  0.07

***

Entry from the Open Molecules 2025 dataset: C8H17ClO2S in the gas phase in a non-equilibrium geometry (wB97M-V/def2-TZVPD).

SMILES string   CCCCCCCCS(=O)(=O)Cl
Orbital gap   10.4 eV
Relative energy (zero: lowest compared OMol25 entry of this formula, charge and spin)   2.377 eV
HOMO level   -10.70 eV
Net charge   0

Last column: Löwdin charge in e.
Cartesian coordinates (Å):
C -3.78370 0.56069 -1.08338  -0.11
C -3.08812 -0.37348 -2.17706  -0.25
C -2.02884 -1.29599 -1.62270  -0.23
C -2.29791 -2.38051 -0.56068  -0.21
C -2.08365 -1.82359 0.80302  -0.21
C -0.59376 -1.88439 1.36376  -0.19
C 0.38437 -1.01864 0.65706  -0.28
C 0.45208 0.39824 1.20039  -0.23
S 1.68695 1.44177 0.19278  0.36
O 1.53964 2.83058 0.56778  -0.32
O 1.39218 1.12310 -1.10005  -0.32
Cl 3.43252 0.39300 0.76535  0.33
H -4.15120 0.15961 -0.15689  0.04
H -3.04564 1.36879 -0.63915  0.09
H -4.46462 1.25110 -1.67211  0.08
H -3.88876 -1.04014 -2.42144  0.08
H -2.89657 0.17253 -3.08574  0.10
H -1.37606 -1.55582 -2.52614  0.14
H -1.37293 -0.55811 -1.03727  0.08
H -1.53119 -3.03732 -0.72429  0.08
H -3.34750 -2.77129 -0.60988  0.13
H -2.48455 -0.81764 0.82271  0.08
H -2.70262 -2.50842 1.61934  0.16
H -0.31336 -2.88728 1.22993  0.09
H -0.66659 -1.58482 2.42326  0.12
H 1.30039 -1.31640 1.04890  0.06
H 0.21155 -0.94471 -0.48447  0.13
H -0.47602 0.89295 0.73349  0.12
H 0.64433 0.70419 2.16010  0.07

***

Entry from the Open Molecules 2025 dataset: a molecular structure, C8H17N2O in a non-equilibrium geometry (wB97M-V/def2-TZVPD).

Orbital gap   9.9 eV
Relative energy (zero: lowest compared OMol25 entry of this formula, charge and spin)   3.654 eV
HOMO level   -12.53 eV
Net charge   +1

Last column: Löwdin charge in e.
Cartesian coordinates (Å):
C 2.76393 1.36007 0.26907  -0.10
C 3.36809 0.23394 1.13323  0.03
C 0.70027 0.45184 1.26524  -0.14
C -0.51963 0.74363 0.45084  -0.08
C 0.16791 -0.35377 -1.63671  -0.19
C 1.87629 0.23169 0.45816  -0.60
C -3.19220 -0.94984 0.22623  -0.07
C -2.30434 -0.39129 -0.94009  -0.16
N 1.64481 -0.70418 -0.52924  0.14
N -0.84679 -0.40020 -0.50097  -0.07
O 0.10330 -1.44761 -2.39947  0.04
H 2.74215 2.41101 0.59759  0.12
H 3.17693 1.31702 -0.77549  0.12
H 4.06613 -0.46032 0.69696  0.09
H 3.27735 0.21277 2.23796  0.12
H 0.83440 1.20803 1.95374  0.12
H 0.59132 -0.46841 1.76486  0.12
H -1.52044 0.88512 0.99287  0.15
H -0.32578 1.72287 -0.10414  0.17
H 0.15389 0.58982 -2.05402  0.13
H -3.53368 -0.20430 1.11222  0.13
H -4.10630 -1.34825 -0.18095  0.06
H -2.59282 -1.88480 0.57730  0.11
H -2.68212 0.60178 -1.35349  0.16
H -2.48274 -1.06862 -1.72298  0.10
H 2.38653 -0.51255 -1.20559  0.10
H -0.69531 -1.30513 0.04344  0.20
H 0.94816 -2.00142 -2.31958  0.17

***

Entry from the Open Molecules 2025 dataset: a molecular structure, C8H17N2O in a non-equilibrium geometry (wB97M-V/def2-TZVPD).

Orbital gap   9.0 eV
Relative energy (zero: lowest compared OMol25 entry of this formula, charge and spin)   4.847 eV
HOMO level   -12.85 eV
Net charge   +1

Last column: Löwdin charge in e.
Cartesian coordinates (Å):
C -3.80448 -0.46535 -0.33716  0.11
C -2.49026 -0.56180 -0.61710  -0.08
C -1.57038 -0.49155 0.58490  -0.20
C -0.87433 2.52450 -0.30592  -0.06
C 1.72167 -0.71441 1.55498  0.08
C 2.41446 -0.11713 -0.81268  0.01
C 0.97311 -1.88510 -0.50899  -0.04
C 0.28616 1.65224 0.25492  -0.25
N 0.11220 0.22271 -0.13282  -0.04
N 1.32999 -0.60767 0.06230  -0.34
O -1.66339 -0.72793 1.72283  0.18
H -4.50027 -0.50215 -1.25055  0.12
H -4.21603 -0.63491 0.60533  0.06
H -2.03226 -0.34448 -1.56974  0.10
H -1.80439 2.23099 0.15077  0.06
H -0.64645 3.53606 -0.08036  0.07
H -0.96766 2.19530 -1.32787  0.07
H 0.85309 -0.74798 2.12538  0.07
H 2.27716 -1.61645 1.76837  0.12
H 2.21654 0.15120 1.81085  0.07
H 2.90960 0.50372 -0.06687  0.10
H 3.00539 -0.81565 -1.40500  0.12
H 2.00754 0.58728 -1.50821  0.10
H 0.85289 -2.11712 -1.54815  0.12
H 1.78249 -2.58402 -0.36321  0.11
H 0.22382 -2.35462 0.04534  0.08
H 1.30464 1.89067 -0.24929  0.12
H 0.29914 1.79367 1.39797  0.13

***

Entry from the Open Molecules 2025 dataset: a gas-phase ion, C8H17N3 (charge +2) in a non-equilibrium geometry (wB97M-V/def2-TZVPD).

SMILES string   C[N@@H+]1C[C@@]23CN[C@@]2(C[NH2+]C3)C1
Orbital gap   10.8 eV
Relative energy (zero: lowest compared OMol25 entry of this formula, charge and spin)   0.940 eV
HOMO level   -17.06 eV
Net charge   +2

Last column: Löwdin charge in e.
Cartesian coordinates (Å):
C 3.12100 0.27003 0.35245  0.02
N 1.83865 -0.23999 -0.02035  -0.13
C 1.02350 0.83474 -0.70016  -0.02
C -0.40713 0.49102 -0.62403  -0.31
C -0.86481 -0.47229 -1.76355  -0.07
N -0.44497 -1.59651 -0.88332  0.06
C -0.37407 -0.76975 0.30978  -0.33
C -1.65557 -0.64050 1.23592  0.00
N -2.51219 0.34514 0.55733  0.11
C -1.53154 1.32596 -0.09978  -0.02
C 0.93217 -0.65704 1.07660  0.00
H 2.94638 1.19782 1.02337  0.16
H 3.64570 -0.46052 0.98212  0.14
H 3.57384 0.52271 -0.49833  0.08
H 2.09155 -0.97704 -0.70754  0.21
H 1.41503 0.98507 -1.68203  0.15
H 1.29032 1.79548 -0.22021  0.16
H -1.95212 -0.44582 -2.02535  0.13
H -0.50187 -0.43367 -2.79552  0.14
H -0.77412 -2.61549 -1.06391  0.20
H -2.18523 -1.55623 1.26146  0.13
H -1.61141 -0.35532 2.32829  0.18
H -3.10254 0.88426 1.23229  0.22
H -3.04218 0.08371 -0.24016  0.16
H -1.29369 2.22333 0.60670  0.19
H -1.95226 1.81998 -0.91408  0.12
H 0.94770 0.04942 1.82285  0.13
H 1.37987 -1.60852 1.44917  0.18

***

| no. | E_tot (eV) |
| --- | --- |
| 1 | -48325.333 |
| 2 | -93866.155 |
| 3 | -86516.323 |
| 4 | -79614.941 |
| 5 | -36021.247 |
| 6 | -13589.315 |
| 7 | -13588.122 |
| 8 | -13023.603 |